(1)
Entry from the OMol25 dataset: C2HN2O3 as an isolated structure at a distorted geometry (ωB97M-V with the def2-TZVPD basis set).

```
8
C2HN2O3 (ωB97M-V with the def2-TZVPD basis set)
C -2.44117 -0.24359 -0.07011
C 1.73307 0.62887 -0.07260
N 0.82271 -0.37254 -0.29507
N -1.27002 -0.21769 0.02776
O -3.62534 -0.31818 0.00425
O 2.59693 -0.29035 -0.30526
O 1.82438 1.79268 0.20964
H 0.35944 -0.97920 0.50139
```

Computed properties:
Total charge: -1
Spin multiplicity: 1

Partial atomic charges computed with the Mulliken method, in multiples of e: 0.2700 0.7139 -0.0693 -0.5070 -0.6608 -0.4885 -0.5975 0.3392

---

(2)
Entry from the OMol25 dataset: C34H41N3O4RbSbSe4 as an isolated structure (ωB97M-V with the def2-TZVPD basis set).

```
88
C34H41N3O4RbSbSe4 (ωB97M-V with the def2-TZVPD basis set)
Rb -0.28004 -1.52706 1.50402
O -1.56696 0.73341 5.83017
C -0.98289 0.46897 4.63873
O -1.63561 0.30228 3.63763
C 0.50713 0.40250 4.72410
C 1.19610 0.70894 5.88687
C 2.57172 0.51399 5.89178
C 3.18393 -0.00326 4.76798
C 2.39663 -0.28752 3.65343
N 1.09169 -0.06313 3.62269
C 2.97331 -0.83725 2.36178
O 2.75375 -2.09007 2.13196
O 3.53517 -0.08050 1.59158
H -2.51908 0.64141 5.67802
H 0.67060 1.06189 6.76063
H 3.14775 0.72210 6.78391
H 4.24085 -0.22855 4.74501
H 2.34698 -2.55620 2.96795
C -3.07007 -3.91870 3.89682
C -3.22425 -3.36629 2.50816
C -2.77352 -4.11150 1.42212
C -2.85188 -3.61437 0.12518
C -2.37592 -4.46225 -1.01866
C -3.38414 -2.34277 -0.07875
C -3.84897 -1.57921 0.98773
C -4.38435 -0.19021 0.76518
C -3.77418 -2.11064 2.27084
H -2.01031 -3.97146 4.16428
H -3.45388 -4.93761 3.96268
H -3.58481 -3.29752 4.63190
H -2.31814 -5.07910 1.59806
H -3.08141 -5.27195 -1.22264
H -1.41768 -4.92232 -0.76411
H -2.26993 -3.87362 -1.93262
H -3.43852 -1.93919 -1.08572
H -3.60974 0.56116 0.94047
H -5.21005 0.02905 1.44493
H -4.73982 -0.06304 -0.25851
H -4.14247 -1.52317 3.10647
C 0.87073 6.21248 0.36826
C 0.95313 5.25754 -0.82315
C 0.07041 5.80370 -1.95280
C 2.41103 5.20248 -1.29571
C 0.47569 3.85356 -0.46217
C -0.08757 3.53317 0.76547
C -0.49518 2.22703 1.00489
N -0.38273 1.25265 0.11967
C 0.15593 1.53792 -1.06778
C 0.58842 2.82132 -1.39016
C 0.29914 0.38491 -2.01599
C 0.68599 0.55869 -3.34024
C 0.82977 -0.54682 -4.17582
C 0.56575 -1.79174 -3.62149
C 0.17920 -1.87626 -2.28719
N 0.04173 -0.82049 -1.50435
C 1.27666 -0.34492 -5.62169
C 0.26133 0.54898 -6.34535
C 2.65211 0.33424 -5.63162
C 1.38378 -1.66991 -6.37571
H 1.26761 7.18826 0.08080
H 1.45500 5.84805 1.21394
H -0.15853 6.35700 0.69986
H 0.38671 6.81377 -2.22328
H -0.97527 5.84134 -1.64453
H 0.13410 5.17731 -2.84277
H 2.76490 6.21012 -1.52563
H 2.52570 4.59561 -2.19296
H 3.05428 4.77854 -0.52438
H -0.20173 4.26769 1.54906
H -0.92413 1.94527 1.96012
H 1.03279 3.01601 -2.35493
H 0.87647 1.54933 -3.72644
H 0.66180 -2.70358 -4.19137
H -0.00638 -2.84161 -1.82608
H 0.20407 1.53892 -5.89268
H -0.73569 0.10785 -6.31343
H 0.54935 0.67256 -7.39174
H 2.61421 1.32285 -5.17411
H 3.00548 0.44989 -6.65878
H 3.38193 -0.25948 -5.08088
H 0.42167 -2.18095 -6.42990
H 2.10150 -2.34259 -5.90590
H 1.72126 -1.48067 -7.39696
Se 0.74043 -4.86198 1.03788
Sb 1.49566 -5.36619 3.36593
Se 1.18549 -3.15794 4.57637
Se 3.90438 -5.80421 3.35928
Se 0.11461 -7.05695 4.46439
```

Computed properties:
Total charge: -2
Spin multiplicity: 1

Partial atomic charges computed with the Mulliken method, in multiples of e: 0.5185 -0.5162 0.2888 -0.4007 0.1820 -0.5684 -0.5168 -0.8553 0.1577 0.7993 0.2131 -0.2631 -0.7150 0.3629 0.4858 0.4062 0.5114 0.0503 -1.3316 0.6269 -0.5924 0.9714 -1.4032 -0.4674 0.8997 -1.5474 -0.5203 0.1190 0.3997 0.3251 0.4577 0.3607 0.1875 0.3068 0.1592 0.1319 0.3990 0.4117 0.1881 -2.1884 2.0644 -1.6006 -1.6410 0.2453 -0.3364 -0.7994 0.1763 -0.4071 -0.1603 -0.4578 -0.1796 0.3866 -0.6618 -0.9628 0.2970 2.1897 -1.6275 -1.5868 -2.2220 0.4453 0.4257 0.3953 0.4308 0.3739 0.3269 0.4545 0.3190 0.3794 0.4561 0.3429 0.3164 0.3032 0.4706 0.5745 0.3137 0.3630 0.4521 0.3235 0.4301 0.3844 0.4113 0.4257 0.4472 -0.6815 0.7165 -0.6791 -0.8290 -0.8427

---

(3)
Entry from the OMol25 dataset: a 2-piece molecular cluster, C3H7N3 overall at a distorted geometry (ωB97M-V with the def2-TZVPD basis set).

```
13
C3H7N3 (ωB97M-V with the def2-TZVPD basis set)
C -1.24939 1.91785 0.01591
C -0.89725 0.44342 -0.08426
N 0.06706 -0.15257 0.49585
C 0.73213 0.30245 1.51701
N 1.30438 0.49631 2.51653
H -0.43074 2.33778 -0.68724
H -2.14449 2.35940 -0.28435
H -0.93286 2.15565 1.01563
H -1.45140 -0.07190 -0.85316
N 1.21559 -2.28972 -1.03700
H 2.13706 -2.23716 -0.73458
H 0.58449 -2.13046 -0.29357
H 1.06541 -3.13104 -1.58678
```

Computed properties:
SMILES string: C/C=N\C#N.N
Spin multiplicity: 1

Partial atomic charges computed with the Mulliken method, in multiples of e: -1.0350 0.0931 -0.3510 0.4059 -0.4730 0.2602 0.3564 0.3144 0.3917 -0.5770 0.1840 0.2331 0.1972

---

(4)
Entry from the OMol25 dataset: a 12-piece molecular cluster, C48H120O24 overall at a distorted geometry (ωB97M-V with the def2-TZVPD basis set).

```
192
C48H120O24 (ωB97M-V with the def2-TZVPD basis set)
C -3.11149 -7.68267 -4.34496
O -3.55040 -6.54894 -3.55854
C -2.83408 -5.42073 -3.92106
C -3.08865 -4.35392 -2.91064
O -4.39898 -4.16995 -2.59999
C -5.29342 -3.92822 -3.74925
H -2.02469 -7.74123 -4.27760
H -3.38865 -7.60648 -5.38022
H -3.61603 -8.54445 -3.84997
H -3.17036 -5.11384 -4.93633
H -1.74861 -5.63322 -4.07120
H -2.70671 -3.45693 -3.35545
H -2.58210 -4.60095 -2.00760
H -6.26829 -3.64631 -3.28859
H -5.43512 -4.80397 -4.38342
H -4.87029 -3.01651 -4.29242
C 2.92630 3.57365 8.23216
O 1.51712 3.43484 8.09674
C 1.17191 2.07742 7.83104
C -0.21045 2.03533 7.20663
O -0.19741 2.50320 5.89156
C -1.49237 2.46612 5.29011
H 3.10860 4.62069 8.48340
H 3.42482 3.30239 7.30751
H 3.32274 2.91834 9.00356
H 1.19989 1.51995 8.74367
H 1.78200 1.68431 7.02900
H -0.89676 2.65282 7.82052
H -0.62924 1.01175 7.26193
H -1.90400 1.43827 5.33930
H -1.31408 2.77772 4.28747
H -2.25256 3.11477 5.71640
C 3.54877 1.28477 2.77342
O 2.72271 0.16315 2.97977
C 2.27467 -0.02156 4.28739
C 3.33853 -0.69576 5.13062
O 3.42535 -2.02753 4.84212
C 4.55734 -2.71565 5.30479
H 3.77728 1.33344 1.71400
H 4.52091 1.20724 3.32088
H 3.03073 2.21810 3.05811
H 1.35378 -0.59256 4.32997
H 2.09118 0.91585 4.82062
H 2.98077 -0.47035 6.17766
H 4.29871 -0.18449 5.01488
H 4.56323 -3.68633 4.79967
H 4.46009 -2.69087 6.38660
H 5.50928 -2.20121 5.13401
C 4.86603 -1.72092 -2.67631
O 4.43385 -2.97682 -3.18837
C 3.06705 -3.25496 -2.88227
C 2.73986 -4.70731 -3.27450
O 2.36995 -4.89175 -4.64043
C 3.53058 -4.90797 -5.45888
H 4.64851 -1.71331 -1.60113
H 4.33021 -0.92317 -3.22018
H 5.89119 -1.60477 -2.93842
H 2.40118 -2.52137 -3.40597
H 2.94336 -3.10306 -1.79963
H 1.91123 -5.08697 -2.69657
H 3.68660 -5.29231 -3.15048
H 3.12001 -5.19813 -6.41605
H 4.25836 -5.60628 -5.01988
H 3.94409 -3.89885 -5.52355
C -3.44601 -3.42285 0.60517
O -3.41540 -2.58967 1.74359
C -2.62479 -1.48743 1.66818
C -2.78547 -0.82237 2.99165
O -2.51275 -1.63439 4.06127
C -1.39604 -2.51956 3.85903
H -2.46442 -3.82751 0.31129
H -3.84148 -2.88140 -0.23113
H -4.23010 -4.15623 0.80632
H -2.99288 -0.79458 0.91250
H -1.60613 -1.76530 1.46912
H -3.82328 -0.48640 3.11753
H -2.08614 0.00541 3.00353
H -1.60359 -3.26773 3.08810
H -1.23605 -3.05165 4.80574
H -0.53376 -1.88208 3.52962
C -1.97602 6.16908 4.93741
O -2.90600 5.70602 3.99569
C -3.04069 6.52482 2.87062
C -4.03455 5.87455 1.91138
O -3.43116 5.42093 0.68701
C -2.62579 4.29088 0.77100
H -1.90756 5.51384 5.81426
H -2.30476 7.18867 5.25545
H -0.99807 6.28723 4.50914
H -1.98085 6.66536 2.50498
H -3.34631 7.56844 3.18794
H -4.83391 6.50471 1.54281
H -4.45893 4.98251 2.39922
H -1.68987 4.46873 1.38783
H -2.38141 3.91317 -0.23499
H -3.22981 3.53373 1.24160
C 2.21228 -2.22803 0.77624
O 1.85315 -3.52365 0.46742
C 0.62295 -3.81729 1.02514
C 0.23842 -5.15806 0.63506
O 0.11932 -5.24354 -0.81155
C -0.56762 -6.36580 -1.16528
H 3.08258 -1.87749 0.19015
H 2.41701 -2.10882 1.82619
H 1.37461 -1.59399 0.47739
H -0.14701 -3.11091 0.66124
H 0.69085 -3.66136 2.10991
H -0.76460 -5.23901 1.08066
H 0.91624 -5.98239 0.94799
H -0.01153 -7.30276 -0.92057
H -0.63739 -6.47707 -2.25412
H -1.58465 -6.36785 -0.77417
C 2.06809 6.53894 6.03930
O 1.73286 6.03515 4.75132
C 1.80113 4.62534 4.71126
C 1.03320 4.10026 3.51677
O 1.71807 4.16463 2.20984
C 1.85024 5.44562 1.69069
H 1.36723 6.20504 6.82065
H 1.98388 7.60370 5.92144
H 3.07698 6.21604 6.28748
H 1.31737 4.18739 5.59828
H 2.85874 4.35278 4.59408
H 0.09792 4.62546 3.35047
H 0.88390 3.03318 3.66094
H 0.84580 5.99389 1.70804
H 2.13542 5.26650 0.64726
H 2.62472 6.05990 2.18597
C -3.94016 -0.83111 -2.16836
O -4.19890 0.53891 -2.27310
C -3.85906 1.10876 -3.49760
C -4.10599 2.57083 -3.47308
O -3.10702 3.27488 -2.84530
C -3.42489 4.63068 -2.78598
H -2.89049 -1.09098 -2.14548
H -4.50438 -1.40535 -2.88924
H -4.32397 -1.04129 -1.18021
H -4.50033 0.69422 -4.30921
H -2.81043 0.97759 -3.75257
H -5.09738 2.72949 -3.00324
H -4.22040 2.92596 -4.53395
H -3.57124 5.06830 -3.75329
H -2.57114 5.11602 -2.33004
H -4.31182 4.76397 -2.15732
C 1.19659 -0.19309 -7.46503
O 0.48914 -1.38365 -7.19568
C 0.93978 -1.99005 -5.97308
C 0.03101 -3.10354 -5.60589
O -1.25128 -2.56169 -5.28096
C -2.16660 -2.60848 -6.33229
H 2.24482 -0.43057 -7.42560
H 1.05125 0.57283 -6.67240
H 0.86489 0.22395 -8.48775
H 0.85026 -1.18715 -5.19731
H 1.95905 -2.35279 -6.09034
H 0.28389 -3.66941 -4.72407
H -0.06635 -3.90847 -6.34430
H -3.16582 -2.41624 -5.90619
H -2.13717 -3.56393 -6.84526
H -1.85595 -1.84086 -7.08215
C 4.66550 2.86795 -5.27521
O 4.14329 1.89814 -4.37887
C 2.90130 2.31655 -3.91116
C 2.25646 1.22058 -3.11379
O 2.73333 0.99753 -1.76446
C 2.66275 2.19392 -0.99536
H 5.75782 2.69874 -5.36950
H 4.53961 3.86441 -4.86455
H 4.17037 2.78611 -6.23328
H 2.17249 2.61589 -4.71634
H 3.09347 3.23462 -3.28883
H 2.39080 0.26307 -3.62613
H 1.20542 1.45749 -3.01839
H 3.64902 2.68039 -1.00316
H 2.45008 1.91714 0.02505
H 1.83441 2.84594 -1.28267
C 0.02321 1.27656 1.37351
O -1.28657 1.13242 0.94696
C -1.40430 1.31139 -0.43612
C -0.50012 0.47515 -1.26009
O -0.66199 -0.85829 -0.94817
C 0.00354 -1.65735 -1.87193
H 0.60862 0.40944 1.08170
H 0.02752 1.23260 2.46500
H 0.45853 2.24259 1.11323
H -1.19473 2.38526 -0.69658
H -2.44938 1.04390 -0.66760
H 0.56642 0.73399 -1.11406
H -0.73172 0.70006 -2.29686
H 1.04912 -1.37931 -1.91161
H -0.42093 -1.51435 -2.85725
H -0.07349 -2.72657 -1.66120
```

Computed properties:
SMILES string: COCCOC.COCCOC.COCCOC.COCCOC.COCCOC.COCCOC.COCCOC.COCCOC.COCCOC.COCCOC.COCCOC.COCCOC
Spin multiplicity: 1

Mulliken population analysis, charges in e, atoms 1 to 99: -0.8235 -0.3927 -0.7307 1.3692 -0.3823 -0.5313 0.3167 0.3076 0.2650 0.5048 0.4837 -0.0860 -0.9476 0.2472 0.2212 0.0794 -0.7435 -0.3898 -0.2104 -1.0041 0.1781 -0.6803 0.2503 0.2342 0.3827 0.6610 -0.0670 0.3676 0.4327 0.3197 0.1155 0.2777 -0.6805 0.1118 1.0059 -0.9100 -0.2023 -0.8774 0.1098 0.2611 0.1683 0.0687 -0.7414 0.3787 0.3264 0.2141 0.3418 0.3397 -0.3954 -0.5436 2.2042 -0.7228 -0.2491 -0.8209 0.1386 0.0842 0.3966 -0.5429 -0.7344 -0.2542 0.5567 0.2811 0.2819 0.2992 -0.0883 -0.5481 0.9543 -0.4272 -0.4557 -0.1959 -0.2372 -0.0789 0.4621 0.0781 -0.1680 0.3909 -0.1840 0.0888 0.3863 -0.0962 -0.7937 -0.2758 -0.1028 -0.6942 -0.4172 0.4278 0.1495 0.4533 0.3184 0.1833 0.3356 0.2964 0.3432 0.0117 -0.6496 0.4312 -0.4765 -0.4418 0.9992

---

| no. | calculated total energy (eV) |
| --- | --- |
| 1 | -11211.5682 |
| 2 | -317168.5558 |
| 3 | -7693.1326 |
| 4 | -100845.8993 |